[1]
Density functional theory data (ωB97M-V/def2-TZVPD) for a cluster of 2 separate species, C25H52ClFIN5O5 in total.

Output
Charge: 0
Kohn-Sham gap: 7.76 eV
LUMO energy: -0.575 eV

Atoms and positions in Å:
C -2.599 -4.096 0.735
C -1.266 -4.390 0.039
C -0.656 -3.094 -0.525
N 0.367 -2.497 0.401
C -0.205 -1.301 1.120
C -0.644 -0.174 0.173
C -2.044 0.346 0.574
C -2.840 0.882 -0.644
C -4.116 0.041 -0.868
C -3.264 2.348 -0.442
C -2.075 3.258 -0.053
C -2.312 3.789 1.341
C -1.534 3.484 2.404
C -0.023 3.457 2.265
C -2.132 3.120 3.728
C 0.786 -0.788 2.157
N 2.059 -0.542 1.502
C 2.981 0.345 2.218
C 3.043 0.265 3.745
N 1.953 1.016 4.369
N 3.052 -1.081 4.272
N 4.366 0.918 4.103
C 2.634 -1.703 0.959
F 2.761 -2.727 1.932
C 1.751 -2.272 -0.168
I 2.547 -4.281 -0.572
C 1.817 -1.477 -1.490
C 2.587 -0.143 -1.409
C 2.760 0.573 -2.771
C 1.651 0.324 -3.786
C 1.619 1.426 -4.853
O 0.611 2.381 -4.562
C -0.669 1.985 -5.066
H -2.971 -4.943 1.307
H -2.568 -3.223 1.387
H -3.345 -3.884 -0.030
H -1.502 -4.993 -0.833
H -0.562 -4.916 0.683
H -0.235 -3.333 -1.496
H -1.483 -2.413 -0.695
H 0.503 -3.210 1.122
H -1.051 -1.676 1.690
H 0.041 0.660 0.299
H -0.737 -0.486 -0.861
H -2.639 -0.472 0.980
H -1.978 1.099 1.357
H -2.266 0.800 -1.568
H -3.933 -0.773 -1.564
H -4.497 -0.364 0.070
H -4.903 0.678 -1.270
H -4.047 2.357 0.316
H -3.688 2.683 -1.386
H -2.031 4.067 -0.787
H -1.137 2.713 -0.113
H -3.169 4.451 1.430
H 0.266 2.744 1.488
H 0.425 3.101 3.191
H 0.327 4.446 1.996
H -2.071 2.030 3.798
H -3.189 3.372 3.774
H -1.584 3.511 4.587
H 0.885 -1.553 2.932
H 0.395 0.102 2.636
H 3.983 0.162 1.834
H 2.710 1.376 1.975
H 2.076 0.992 5.373
H 2.028 1.973 4.049
H 3.372 -1.039 5.234
H 3.799 -1.576 3.798
H 4.221 1.589 4.848
H 4.676 1.483 3.317
H 3.640 -1.530 0.596
H 0.832 -1.290 -1.901
H 2.318 -2.098 -2.225
H 3.579 -0.262 -0.974
H 2.029 0.530 -0.760
H 2.799 1.644 -2.572
H 3.727 0.286 -3.183
H 1.893 -0.597 -4.311
H 0.675 0.202 -3.336
H 2.565 1.969 -4.810
H 1.522 1.014 -5.858
H -0.925 2.620 -5.912
H -1.397 2.102 -4.266
H -0.695 0.936 -5.355
O -2.554 -2.041 -5.393
Cl -1.937 -2.495 -4.180
O -0.525 -2.160 -4.189
O -2.082 -3.922 -4.033
O -2.550 -1.837 -3.032


[2]
Density functional theory data (ωB97M-V/def2-TZVPD) for a cluster of 5 separate species, C25H52F5O18P4S in total.

Output
Charge: +1
Kohn-Sham gap: 5.90 eV
LUMO energy: -4.842 eV

Atoms and positions in Å:
C -7.390 -0.598 3.616
C -6.767 -1.879 2.800
S -5.024 -1.639 2.158
O -4.804 -2.893 0.991
C -4.042 -3.926 1.741
C -2.445 -3.922 1.352
C -2.204 -3.868 -0.291
O -1.708 -2.843 2.073
C -4.801 -0.028 1.229
F -6.011 0.822 1.140
F -4.464 -0.408 -0.194
C -3.453 0.785 1.775
C -2.803 1.957 0.777
C -1.440 2.729 1.292
C -0.668 2.447 2.725
C -1.334 1.303 3.717
C -0.666 0.895 5.194
F -0.800 1.986 6.202
F -1.291 -0.362 5.748
F 0.809 0.603 5.068
C -2.702 0.502 3.205
H -6.638 0.323 3.631
H -8.344 -0.243 2.992
H -7.785 -0.883 4.694
H -7.516 -2.272 1.957
H -6.715 -2.775 3.587
H -4.104 -3.635 2.895
H -4.538 -4.992 1.650
H -2.003 -4.946 1.730
H -2.832 -4.733 -0.769
H -2.516 -2.789 -0.625
H -1.036 -4.023 -0.470
H -1.940 -2.840 3.048
H -3.278 2.249 -0.271
H -0.946 3.571 0.605
H 0.320 3.024 3.060
H -3.121 -0.315 3.933
C 4.323 5.303 1.803
O 3.306 4.650 1.067
P 3.853 4.045 -0.459
O 2.386 3.914 -0.893
O 4.322 2.636 0.257
C 3.392 1.943 1.078
O 4.400 3.441 -1.984
C 3.739 3.889 -3.152
H 3.905 5.646 2.753
H 5.147 4.613 2.004
H 4.690 6.165 1.241
H 2.354 2.216 0.867
H 3.615 2.160 2.126
H 3.509 0.867 0.911
H 3.570 4.968 -3.106
H 2.790 3.359 -3.280
H 4.369 3.666 -4.015
C -5.574 0.389 -2.664
O -5.058 0.172 -3.964
P -5.534 1.389 -5.097
O -5.118 0.445 -6.234
O -4.233 2.309 -4.669
C -2.945 1.713 -4.668
O -6.010 2.607 -6.230
C -6.706 2.198 -7.392
H -5.224 -0.411 -2.008
H -5.226 1.349 -2.274
H -6.667 0.376 -2.694
H -2.891 0.816 -5.291
H -2.676 1.454 -3.641
H -2.219 2.442 -5.045
H -7.474 1.463 -7.139
H -6.009 1.783 -8.126
H -7.184 3.072 -7.836
C 6.910 4.675 -2.264
O 7.478 5.694 -1.462
P 9.203 5.757 -1.565
O 9.213 6.609 -0.288
O 9.099 6.760 -2.870
C 8.285 7.920 -2.778
O 10.929 5.821 -1.667
C 11.671 5.682 -0.470
H 5.824 4.705 -2.154
H 7.167 4.833 -3.314
H 7.277 3.699 -1.935
H 8.096 8.226 -1.745
H 7.331 7.723 -3.274
H 8.785 8.744 -3.298
H 11.265 4.873 0.141
H 11.668 6.622 0.090
H 12.706 5.447 -0.728
C 2.232 -8.354 1.632
O 0.900 -8.062 2.010
P -0.226 -9.282 1.526
O -1.363 -8.278 1.765
O 0.053 -10.109 2.925
C -0.040 -9.415 4.160
O -1.353 -10.502 1.042
C -2.434 -10.118 0.214
H 2.882 -7.547 1.980
H 2.557 -9.294 2.086
H 2.300 -8.425 0.543
H -0.635 -8.500 4.090
H 0.968 -9.163 4.501
H -0.504 -10.074 4.901
H -2.089 -9.452 -0.581
H -3.213 -9.630 0.808
H -2.864 -11.014 -0.236


[3]
Density functional theory data (ωB97M-V/def2-TZVPD) for a cluster of 7 separate species, C25H52IN4O6 in total.

Output
Relative energy (zero: lowest compared OMol25 entry of this formula, charge and spin): 0.0 kcal/mol
Charge: +1
Kohn-Sham gap: 7.20 eV
LUMO energy: -3.329 eV

Atoms and positions in Å:
C 0.708 -0.322 0.605
C 0.574 1.176 0.872
C -0.110 1.989 -0.234
C -1.305 1.307 -0.899
N -2.225 0.657 0.062
C -3.456 1.287 0.326
I -3.165 3.161 1.360
C -4.529 1.466 -0.786
N -5.261 0.161 -0.772
C -5.414 0.109 0.658
N -6.536 -0.112 1.308
N -4.258 0.383 1.248
H 1.173 -0.512 -0.367
H 1.371 -0.746 1.361
H -0.241 -0.856 0.678
H 1.592 1.559 0.974
H 0.090 1.350 1.835
H -0.428 2.955 0.167
H 0.623 2.219 -1.013
H -1.842 2.031 -1.523
H -0.945 0.536 -1.582
H -2.396 -0.303 -0.216
H -4.168 1.720 -1.778
H -5.235 2.204 -0.405
H -4.572 -0.573 -0.949
H -6.795 0.492 2.074
H -7.144 -0.919 1.082
H -4.273 0.690 2.216
C -0.654 7.372 1.066
C -0.595 6.651 -0.257
O -0.458 5.450 -0.320
C -0.712 7.501 -1.497
H -0.554 6.659 1.881
H 0.152 8.106 1.129
H -1.600 7.909 1.160
H 0.091 8.239 -1.521
H -1.661 8.041 -1.493
H -0.654 6.873 -2.382
C 5.137 -1.075 1.040
C 4.627 -0.708 2.415
O 3.632 -0.030 2.555
C 5.426 -1.221 3.579
H 4.487 -0.649 0.278
H 6.153 -0.696 0.910
H 5.168 -2.160 0.930
H 6.450 -0.847 3.531
H 5.466 -2.311 3.558
H 4.966 -0.892 4.508
C 9.157 1.255 3.324
C 9.430 -0.104 3.911
O 8.546 -0.909 4.104
C 10.868 -0.422 4.241
H 8.094 1.367 3.126
H 9.480 2.032 4.020
H 9.706 1.374 2.390
H 11.253 0.297 4.965
H 11.480 -0.351 3.340
H 10.939 -1.426 4.652
C -6.746 -2.784 -1.029
C -8.045 -2.888 -0.269
O -8.098 -2.446 0.868
C -9.222 -3.490 -0.956
H -6.004 -2.354 -0.362
H -6.385 -3.747 -1.388
H -6.896 -2.127 -1.888
H -9.019 -4.519 -1.253
H -9.451 -2.927 -1.863
H -10.083 -3.475 -0.293
C 11.144 1.548 -1.387
C 9.726 1.222 -0.989
O 9.314 1.437 0.128
C 8.847 0.614 -2.053
H 11.675 1.979 -0.543
H 11.657 0.643 -1.719
H 11.146 2.256 -2.217
H 9.281 -0.323 -2.407
H 8.770 1.290 -2.906
H 7.856 0.426 -1.648
C -8.315 -6.395 -4.066
C -9.765 -6.522 -3.664
O -10.245 -5.845 -2.783
C -10.584 -7.536 -4.419
H -7.825 -5.636 -3.460
H -7.804 -7.350 -3.935
H -8.242 -6.118 -5.119
H -10.150 -8.530 -4.299
H -10.586 -7.298 -5.484
H -11.604 -7.537 -4.044


[4]
Density functional theory data (ωB97M-V/def2-TZVPD) for a structure of composition C25H52O23V.

Output
Spin multiplicity: 5
⟨S²⟩: 6.00
Charge: -1
Kohn-Sham gap (alpha / beta): 4.26 / 4.22 eV
LUMO energy (alpha / beta): 1.960 / 1.918 eV

Atoms and positions in Å:
V -0.289 -3.447 0.363
C 1.253 1.369 4.290
C 0.805 2.049 5.550
O 0.721 1.163 6.669
H 2.125 0.731 4.438
H 1.595 2.076 3.535
H 0.502 0.695 3.877
H -0.081 2.660 5.379
H 1.546 2.815 5.778
C 2.007 0.595 0.622
C 0.668 -0.189 0.182
O 0.490 -1.388 0.851
H 2.871 0.006 0.311
H 2.113 0.756 1.694
H 2.148 1.543 0.103
H 0.654 -0.276 -0.905
H -0.207 0.408 0.438
C -4.420 -4.077 -1.464
O -4.196 -2.756 -1.904
C -3.083 -1.976 -1.625
O -2.098 -2.367 -0.982
O -3.268 -0.759 -2.216
C -2.307 0.205 -2.188
H -3.695 -4.745 -1.928
H -5.428 -4.406 -1.717
H -4.232 -4.192 -0.396
H -2.575 1.116 -2.723
H -1.362 -0.190 -2.560
H -2.053 0.497 -1.169
C 7.541 0.577 2.559
O 6.400 0.709 1.724
C 6.363 1.696 0.815
O 7.197 2.571 0.677
O 5.237 1.463 0.135
C 4.885 2.450 -0.841
H 7.807 1.531 3.016
H 8.392 0.156 2.024
H 7.363 -0.181 3.321
H 4.676 3.442 -0.441
H 3.929 2.038 -1.163
H 5.641 2.525 -1.623
C 2.692 -2.046 3.067
O 3.259 -3.420 2.844
C 2.508 -4.355 2.110
O 1.429 -4.233 1.494
O 3.222 -5.460 2.094
C 2.752 -6.679 1.608
H 1.616 -2.038 3.241
H 2.995 -1.411 2.235
H 3.118 -1.553 3.941
H 3.392 -7.521 1.871
H 2.670 -6.614 0.523
H 1.797 -6.848 2.107
C -2.281 -0.102 -5.942
O -1.184 -0.407 -5.117
C 0.002 0.104 -5.404
O 0.381 0.517 -6.508
O 0.746 0.017 -4.340
C 2.015 0.477 -4.315
H -2.408 0.974 -6.067
H -3.228 -0.516 -5.597
H -2.222 -0.603 -6.909
H 1.976 1.544 -4.531
H 2.635 -0.134 -4.971
H 2.251 0.212 -3.285
C -4.490 4.587 -0.933
O -4.446 3.222 -0.537
C -4.025 2.867 0.665
O -4.000 3.541 1.685
O -3.830 1.565 0.611
C -3.323 0.836 1.779
H -5.120 5.121 -0.222
H -4.966 4.528 -1.912
H -3.494 5.028 -0.976
H -3.069 -0.154 1.400
H -3.956 0.714 2.658
H -2.392 1.281 2.131
C -0.092 3.416 -0.862
O 0.375 3.651 -2.195
C -0.489 3.753 -3.233
O -1.671 3.878 -3.119
O 0.195 3.634 -4.346
C -0.349 3.590 -5.701
H 0.709 3.096 -0.196
H -0.855 2.640 -0.796
H -0.477 4.320 -0.391
H 0.550 3.632 -6.316
H -0.995 4.427 -5.970
H -0.980 2.725 -5.904
C -4.848 -3.955 2.492
O -3.989 -3.186 3.300
C -2.727 -2.868 2.920
O -2.110 -3.319 1.935
O -2.345 -1.939 3.753
C -1.057 -1.318 3.790
H -4.251 -4.758 2.059
H -5.112 -3.335 1.635
H -5.738 -4.397 2.938
H -1.016 -0.715 4.697
H -1.020 -0.761 2.853
H -0.359 -2.144 3.652


[5]
Density functional theory data (ωB97M-V/def2-TZVPD) for a cluster of 12 separate species, C25H53BCl23FN2O3S in total.

Output
Charge: 0
Kohn-Sham gap: 10.71 eV
LUMO energy: 0.116 eV
SMILES string: CC[C@H](Cl)N(B(N)O)S(=O)(=O)F.ClCCCl.ClCCCl.ClCCCl.ClCCCl.ClCCCl.ClCCCl.ClCCCl.ClCCCl.ClCCCl.ClCCCl.ClCCCl

Atoms and positions in Å:
C 2.572 -1.529 0.714
C 1.230 -1.543 1.469
C 0.305 -0.494 0.860
Cl 0.805 1.072 1.559
N -1.098 -0.780 1.184
B -1.659 -1.966 0.407
N -1.889 -3.215 1.077
O -1.958 -1.824 -0.919
S -2.092 0.526 0.916
O -1.772 1.246 -0.264
O -2.330 1.239 2.121
F -3.412 -0.254 0.617
H 2.684 -0.593 0.184
H 3.390 -1.610 1.410
H 2.610 -2.333 -0.006
H 0.817 -2.538 1.434
H 1.422 -1.213 2.477
H 0.483 -0.421 -0.206
H -1.142 -3.882 0.930
H -2.003 -3.080 2.072
H -1.173 -1.834 -1.488
Cl -0.957 4.204 5.177
C -2.251 3.794 4.015
C -3.291 4.875 3.923
Cl -4.260 5.011 5.415
H -2.683 2.847 4.319
H -1.777 3.657 3.048
H -3.982 4.643 3.116
H -2.841 5.844 3.728
Cl -0.400 -2.036 -3.608
C -1.682 -2.254 -4.837
C -2.606 -1.078 -4.900
Cl -3.543 -0.981 -3.392
H -2.229 -3.155 -4.577
H -1.184 -2.412 -5.790
H -3.306 -1.200 -5.725
H -2.075 -0.142 -5.036
Cl 0.597 8.632 3.552
C 0.785 7.592 4.992
C 2.196 7.579 5.512
Cl 3.318 6.747 4.405
H 0.451 6.595 4.725
H 0.118 7.988 5.754
H 2.229 7.040 6.457
H 2.574 8.583 5.675
Cl -0.185 -6.833 -4.257
C -1.502 -6.689 -3.066
C -1.461 -5.379 -2.332
Cl -0.049 -5.233 -1.234
H -1.436 -7.536 -2.388
H -2.437 -6.756 -3.616
H -2.363 -5.271 -1.732
H -1.413 -4.543 -3.024
Cl -4.854 -5.472 -2.230
C -5.411 -3.790 -2.486
C -5.957 -3.176 -1.230
Cl -7.493 -3.931 -0.726
H -6.154 -3.807 -3.277
H -4.551 -3.217 -2.827
H -6.159 -2.121 -1.403
H -5.252 -3.266 -0.413
Cl 0.085 -11.478 -3.792
C 1.812 -11.121 -3.537
C 2.066 -10.495 -2.192
Cl 1.390 -8.850 -2.090
H 2.142 -10.472 -4.342
H 2.347 -12.065 -3.608
H 3.137 -10.412 -2.023
H 1.634 -11.088 -1.392
Cl 0.360 1.043 -6.187
C 1.315 1.193 -4.687
C 2.610 1.925 -4.911
Cl 3.749 0.981 -5.904
H 1.484 0.193 -4.300
H 0.702 1.741 -3.974
H 3.094 2.107 -3.955
H 2.446 2.878 -5.404
Cl -8.352 1.204 -5.094
C -7.273 1.391 -3.689
C -6.061 2.224 -4.009
Cl -4.957 1.390 -5.130
H -6.990 0.400 -3.350
H -7.851 1.876 -2.905
H -5.500 2.418 -3.097
H -6.337 3.174 -4.456
Cl 8.777 4.873 7.303
C 7.488 4.453 6.144
C 6.441 5.528 6.040
Cl 5.471 5.667 7.528
H 7.055 3.508 6.455
H 7.965 4.315 5.176
H 5.751 5.291 5.234
H 6.885 6.497 5.840
Cl 4.633 -5.049 0.797
C 3.881 -6.011 2.095
C 2.543 -5.458 2.499
Cl 2.704 -3.889 3.326
H 4.568 -6.037 2.935
H 3.757 -7.020 1.713
H 2.057 -6.139 3.195
H 1.895 -5.324 1.640
Cl 5.125 9.512 2.244
C 3.485 9.951 1.704
C 3.504 11.023 0.648
Cl 4.039 12.596 1.293
H 2.919 10.261 2.576
H 3.031 9.048 1.303
H 2.498 11.165 0.257
H 4.162 10.758 -0.174